[1]
C2H5BrN4 | ωB97M-V/def2-TZVPD

Output
HOMO level (alpha / beta)   -7.38 / -7.39 eV
Kohn-Sham gap (alpha / beta)   7.9 / 7.9 eV
Energy relative to the best compared isomer or geometry (same formula, charge and spin)   0.269 eV

Geometry as ORCA input:
```
! wB97M-V def2-TZVPD RIJCOSX def2/J DEFGRID3
* xyz 0 1
C -1.19607 -1.20333 0.12730
C 0.48387 1.85137 -0.53265
N -0.17179 0.03943 -0.19039
N -0.19699 -1.65154 1.01843
N 0.51319 -0.39565 1.00236
N -0.05627 2.57902 -1.33104
Br -3.02526 -0.84065 0.90017
H -1.35213 -1.76995 -0.78056
H 1.38868 1.90767 0.02139
H -0.47680 -1.93099 1.95361
H 1.51340 -0.53624 0.81500
H -0.95700 2.38426 -1.74687
*
```

---

[2]
C2H5BrNO | ωB97M-V/def2-TZVPD

Output
HOMO level   -15.26 eV
SMILES string   [NH3+]CC(=O)Br
Kohn-Sham gap   11.1 eV
Energy relative to the best compared isomer or geometry (same formula, charge and spin)   0.149 eV

Geometry as ORCA input:
```
! wB97M-V def2-TZVPD RIJCOSX def2/J DEFGRID3
* xyz 1 1
N 1.24377 0.19212 -0.06519
C -0.05723 -0.48330 0.05385
C -1.26875 0.50016 0.09566
O -1.08972 1.67788 0.10765
Br -2.94547 -0.34713 0.02053
H 1.00076 1.22253 0.00942
H 1.67460 0.00501 -0.99485
H 1.83156 -0.33899 0.60574
H -0.26694 -1.29175 -0.68361
H -0.12257 -1.13653 0.85080
*
```

---

[3]
C2H5BrO | ωB97M-V/def2-TZVPD

Output
HOMO level (alpha / beta)   -8.82 / -8.65 eV
Kohn-Sham gap (alpha / beta)   8.7 / 8.5 eV
Energy relative to the best compared isomer or geometry (same formula, charge and spin)   3.595 eV

Geometry as ORCA input:
```
! wB97M-V def2-TZVPD RIJCOSX def2/J DEFGRID3
* xyz 0 1
C -0.32322 0.58788 0.55509
C 0.63501 -0.44763 -0.03416
O 0.37250 -1.76408 0.29238
Br 2.53952 0.20874 -0.07778
H -0.49780 0.54512 1.67707
H 0.10169 1.57629 0.50075
H -1.36371 0.64172 0.02622
H 0.18444 -0.07705 -1.93620
H 1.07092 -2.37454 0.13072
*
```

---

[4]
C2H5BrO | ωB97M-V/def2-TZVPD

Output
HOMO level (alpha / beta)   -9.18 / -9.19 eV
Kohn-Sham gap (alpha / beta)   7.0 / 7.0 eV
Energy relative to the best compared isomer or geometry (same formula, charge and spin)   4.551 eV

Geometry as ORCA input:
```
! wB97M-V def2-TZVPD RIJCOSX def2/J DEFGRID3
* xyz 0 1
C 0.09751 -0.49292 -0.26632
C 0.91354 0.56491 0.34079
O -2.42191 0.18158 0.02685
Br 2.74357 -0.22510 0.20404
H -0.04687 -1.35341 0.25620
H -0.39850 -0.31726 -1.26160
H 0.77853 0.58622 1.47173
H 0.88281 1.49637 -0.07442
H -2.54869 -0.44039 -0.69726
*
```

---

[5]
C2H5BrS | ωB97M-V/def2-TZVPD

Output
HOMO level   -8.63 eV
SMILES string   CCSBr
Kohn-Sham gap   8.8 eV
Energy relative to the best compared isomer or geometry (same formula, charge and spin)   0.459 eV

Geometry as ORCA input:
```
! wB97M-V def2-TZVPD RIJCOSX def2/J DEFGRID3
* xyz 0 1
C -0.18288 0.23465 -0.87598
C -0.35511 0.45089 0.60800
S 0.48048 -0.93404 1.73966
Br 1.39136 -2.36283 0.44564
H 0.76613 -0.30425 -1.06406
H -1.15247 -0.15705 -1.27535
H 0.09836 1.17354 -1.49436
H -1.37814 0.57408 1.07981
H 0.33228 1.32502 0.83664
*
```

---

[6]
C2H5BrSi | ωB97M-V/def2-TZVPD

Output
HOMO level   -10.23 eV
SMILES string   C=C[SiH2]Br
Kohn-Sham gap   11.1 eV
Energy relative to the best compared isomer or geometry (same formula, charge and spin)   0.354 eV

Geometry as ORCA input:
```
! wB97M-V def2-TZVPD RIJCOSX def2/J DEFGRID3
* xyz 0 1
C 1.53240 -0.62209 0.27887
C 0.30699 -0.64294 -0.22756
Si -0.94960 0.77662 -0.09638
Br -2.96585 -0.06419 0.07137
H 2.31669 -1.33044 0.31413
H 1.83727 0.31389 0.71605
H -0.09582 -1.60796 -0.59452
H -0.76865 1.47681 -1.50141
H -1.21344 1.70029 1.03945
*
```

---

[7]
C2H5BrSi | ωB97M-V/def2-TZVPD

Output
Expectation value of S²   2.01
HOMO level (alpha / beta)   -8.22 / -9.70 eV
Kohn-Sham gap (alpha / beta)   9.1 / 8.3 eV
Energy relative to the best compared isomer or geometry (same formula, charge and spin)   0.898 eV

Geometry as ORCA input:
```
! wB97M-V def2-TZVPD RIJCOSX def2/J DEFGRID3
* xyz 0 3
C -1.47613 0.27321 0.98859
C 1.31264 -0.59591 -1.05221
Si 0.03617 0.55994 0.01791
Br 2.32568 -2.01608 -0.39778
H -2.24609 -0.48728 0.83139
H -1.41539 0.64366 2.02678
H 0.86917 1.33256 1.00138
H 1.17455 -0.41811 -2.13023
H -0.58060 0.70801 -1.28582
*
```

---

[8]
C2H5Cl2N | ωB97M-V/def2-TZVPD

Output
HOMO level   -10.16 eV
Kohn-Sham gap   10.7 eV
Energy relative to the best compared isomer or geometry (same formula, charge and spin)   2.253 eV

Geometry as ORCA input:
```
! wB97M-V def2-TZVPD RIJCOSX def2/J DEFGRID3
* xyz 0 1
C 0.47286 0.05430 0.32276
C -1.01465 0.08648 0.47900
H 0.95554 0.66546 -1.37708
H 1.78337 -0.64967 -0.83284
H 0.99282 0.81535 0.73696
H 0.98608 -0.73444 0.84265
H -0.96289 0.00558 1.68973
N 0.74883 -0.33132 -1.07001
Cl -1.86447 1.40422 -0.43648
Cl -2.09750 -1.31597 -0.35469
*
```

---

[9]
C2H5Cl3O2SSi | ωB97M-V/def2-TZVPD

Output
HOMO level   -9.78 eV
Kohn-Sham gap   9.4 eV
Energy relative to the best compared isomer or geometry (same formula, charge and spin)   4.836 eV

Geometry as ORCA input:
```
! wB97M-V def2-TZVPD RIJCOSX def2/J DEFGRID3
* xyz 0 1
C 0.84424 -0.89555 -1.09275
C -1.67173 0.42057 -0.30419
O 2.67329 -1.00897 0.86525
O 0.81541 0.56598 0.99566
Si -0.71888 -0.09892 1.16096
S 1.88295 -0.16194 0.04418
Cl -3.36468 0.16485 0.28323
Cl -1.25285 2.14140 -0.56662
Cl 2.97984 1.50638 -0.37265
H 0.39413 -0.11865 -1.76497
H 1.54871 -1.60300 -1.53999
H -1.81460 0.01539 -1.33504
H -0.98406 -1.62845 1.48305
H -1.33179 0.70089 2.14387
*
```

---

[10]
C2H5ClFN3 | ωB97M-V/def2-TZVPD

Output
HOMO level   -9.58 eV
SMILES string   [H]/N=C(/NN)[C@H](F)Cl
Kohn-Sham gap   10.3 eV
Energy relative to the best compared isomer or geometry (same formula, charge and spin)   1.267 eV

Geometry as ORCA input:
```
! wB97M-V def2-TZVPD RIJCOSX def2/J DEFGRID3
* xyz 0 1
H 0.88431 -1.92881 0.30478
N -0.00786 -1.43966 0.11460
C 0.10745 -0.20842 0.11214
N -0.84675 0.61544 -0.27340
N -2.02875 -0.01195 -0.39736
C 1.40662 0.57982 0.44402
F 1.50617 1.76122 -0.21103
Cl 2.77432 -0.50225 -0.39438
H -0.96348 1.71758 -0.43235
H -2.46584 -0.52671 0.36272
H -1.87532 -0.80127 -1.11985
H 1.50911 0.74499 1.49010
*
```

---

[11]
C2H5ClN2 | ωB97M-V/def2-TZVPD

Output
HOMO level   -9.44 eV
SMILES string   [H]/N=C(/C)NCl
Kohn-Sham gap   9.7 eV
Energy relative to the best compared isomer or geometry (same formula, charge and spin)   1.674 eV

Geometry as ORCA input:
```
! wB97M-V def2-TZVPD RIJCOSX def2/J DEFGRID3
* xyz 0 1
H -0.80990 -1.22165 -1.69937
N -0.25921 -1.29019 -0.89196
C -0.03473 -0.31487 -0.14167
C 0.59352 -0.36264 1.20256
N -0.25553 1.00002 -0.61778
Cl -1.08679 1.17122 -2.22236
H 1.54266 0.02577 1.11097
H 0.53656 -1.29495 1.76347
H 0.05805 0.42117 1.70437
H -0.28464 1.86610 -0.20822
*
```

---

[12]
C2H5ClN2S | ωB97M-V/def2-TZVPD

Output
HOMO level   -8.94 eV
Kohn-Sham gap   9.3 eV
Energy relative to the best compared isomer or geometry (same formula, charge and spin)   3.445 eV

Geometry as ORCA input:
```
! wB97M-V def2-TZVPD RIJCOSX def2/J DEFGRID3
* xyz 0 1
C -0.23988 -0.50004 -0.16533
C 1.13370 -1.13359 0.00731
H -1.49386 2.06522 1.00711
H -2.17153 0.64247 -0.42114
H 0.56852 1.38123 -0.10166
H 1.40626 -2.04433 0.76864
H 1.34435 -1.74387 -0.89490
N -1.25553 1.74782 -0.14386
N -0.19521 0.79894 -0.01605
S -1.69986 -1.17566 -0.00739
Cl 2.60303 -0.03819 -0.03274
*
```